Entry from OMol25: a cluster of 2 separate species, C5H11N2O in total in a non-equilibrium geometry (wB97M-V/def2-TZVPD).

Values from the calculation:
Charge ... +1
HOMO-LUMO gap (alpha / beta) ... 6.73 / 5.16 eV
Energy relative to the best compared isomer or geometry (same formula, charge and spin) ... 140.7 kcal per mole
Highest occupied orbital energy (alpha / beta) ... -10.17 / -13.16 eV
Calculated total energy ... -381.3153 hartree
Spin multiplicity ... 3

Last column: Mulliken charge in e.
Element x y z (Å)
C 1.31535 0.80342 0.23303  -0.30
C 2.07917 -0.11710 0.94452  -0.05
C 0.54085 0.62768 -0.87355  0.11
C 2.77017 0.21301 2.22940  -1.24
C -3.69954 -0.13988 -0.97966  -0.74
N -2.31834 -0.30687 -1.00286  0.03
N -0.22519 0.69347 -1.77473  -0.26
O -1.83488 -1.46285 -0.15277  -0.31
H 1.14119 1.77206 0.72961  0.28
H 2.24606 -1.05508 0.46482  0.44
H 3.09486 -0.66978 2.71346  0.34
H 3.59513 0.92273 2.18507  0.33
H 2.15299 0.73252 2.92153  0.35
H -4.06091 -0.39775 0.04920  0.32
H -3.85694 0.98132 -1.09411  0.33
H -4.32609 -0.74656 -1.75568  0.29
H -0.54036 1.15011 -2.60090  0.27
H -1.98435 -0.55308 -2.10689  0.44
H -0.80608 -1.41499 0.02699  0.37

Forces on the atoms, in the same order (eV/Å):
-1.18 0.42 -0.16
0.79 0.16 0.21
2.24 1.08 2.25
-0.10 0.41 -0.78
-2.96 0.69 1.33
3.63 -5.40 -3.45
-2.13 -0.54 -0.85
0.52 2.75 -1.06
-0.16 -0.28 -0.40
0.27 -0.65 -0.02
0.51 -0.88 0.42
0.46 -0.18 -0.63
-1.18 0.33 0.59
0.16 0.25 -0.88
-0.12 -1.26 -0.17
1.44 1.06 1.10
1.00 0.56 -0.75
-0.71 0.93 4.18
-2.49 0.53 -0.93


Entry from OMol25: a structure of composition C23H20AlBClF4P in a non-equilibrium geometry (wB97M-V/def2-TZVPD).

Values from the calculation:
Charge ... 0
HOMO-LUMO gap ... 8.47 eV
Highest occupied orbital energy ... -8.10 eV
Calculated total energy ... -2357.0798 hartree

Last column: Mulliken charge in e.
Element x y z (Å)
C -1.04816 -1.83565 3.38579  -0.80
C -0.99868 -2.21846 2.03260  -0.61
C 0.33483 -2.12991 1.57096  -0.51
H -1.84967 -2.58692 1.46365  0.45
C 1.15625 -1.65612 2.66997  -0.75
C 0.25389 -1.43119 3.78902  -0.61
H 0.58645 -1.26666 4.81053  0.82
H -1.93232 -1.89051 4.02629  0.44
H 0.72855 -2.50444 0.62805  0.94
H 2.23827 -1.76581 2.75442  0.64
Al 0.66648 0.30332 2.27966  0.82
Cl 2.60397 1.12255 2.48435  -0.36
P 0.07762 0.31177 -0.35517  0.85
C 1.25364 -0.75230 -1.29479  0.07
C 0.91259 -1.47298 -2.45212  -0.03
H -0.10307 -1.43621 -2.85059  0.48
C 1.88168 -2.24396 -3.10691  -0.67
H 1.60603 -2.79619 -4.00652  0.40
C 3.19030 -2.29844 -2.61978  -0.53
H 3.94602 -2.88903 -3.14194  0.36
C 3.53322 -1.58696 -1.46389  -0.70
H 4.55071 -1.63356 -1.07372  0.42
C 2.57742 -0.80872 -0.81046  -0.20
H 2.84395 -0.23712 0.08531  0.21
C -1.55755 -0.12774 -1.08711  0.32
C -1.97294 -1.47312 -1.09150  -0.27
H -1.28657 -2.26027 -0.77094  0.79
C -3.25488 -1.82097 -1.52020  -1.02
H -3.56839 -2.86295 -1.46941  0.41
C -4.11857 -0.84723 -2.03121  -0.54
H -5.10959 -1.12681 -2.39439  0.37
C -3.69114 0.48249 -2.08987  -0.63
H -4.33756 1.24370 -2.52597  0.40
C -2.43572 0.84973 -1.59779  -0.72
H -2.12183 1.89537 -1.63492  0.34
C 0.39014 1.95724 -1.09883  0.08
C 0.88940 2.09875 -2.40164  -0.05
H 1.12917 1.21363 -2.99560  0.35
C 1.07447 3.37780 -2.93624  -0.66
H 1.45741 3.47962 -3.95155  0.40
C 0.76744 4.51158 -2.17758  -0.51
H 0.90902 5.50754 -2.60202  0.37
C 0.26890 4.36810 -0.87686  -0.61
H 0.02015 5.24856 -0.28494  0.40
C 0.07864 3.09860 -0.33109  -0.29
H -0.30263 2.97256 0.68705  0.39
F -0.67360 1.17035 2.84407  -0.43
B -0.39370 0.69118 6.38869  0.66
F 0.92342 0.65806 6.11869  -0.22
F -1.03242 1.86392 6.47944  -0.23
F -1.06103 -0.46615 6.54701  -0.24

Forces on the atoms, in the same order (eV/Å):
0.76 0.30 0.22
0.52 -0.25 -0.05
-0.18 -0.41 0.92
0.24 0.23 0.10
-0.78 -0.54 -0.25
-0.36 -1.24 -0.14
-0.09 0.15 -0.40
0.38 0.32 -0.30
-0.15 0.31 0.20
-0.41 0.22 -0.11
-1.04 -0.34 -0.15
0.14 0.63 -0.16
0.23 0.36 -0.56
0.33 -0.19 0.00
0.28 0.04 0.19
0.33 0.00 0.14
0.04 0.18 0.16
0.10 0.15 0.25
-0.18 0.12 0.12
-0.26 0.15 0.19
-0.15 0.09 -0.12
-0.28 0.03 -0.12
-0.33 -0.11 -0.16
-0.02 -0.25 -0.30
-0.46 -0.14 0.08
-0.13 0.20 0.07
-0.26 0.29 0.02
0.12 0.17 -0.14
0.07 0.23 -0.07
0.31 0.11 0.11
0.31 0.10 0.13
0.06 -0.17 0.06
0.14 -0.17 0.17
0.28 -0.31 0.10
-0.14 -0.33 0.03
-0.02 0.36 0.10
-0.11 0.34 0.18
-0.06 0.32 0.18
-0.07 -0.12 0.18
-0.08 0.03 0.26
-0.11 -0.25 0.14
-0.03 -0.31 0.15
-0.01 -0.04 -0.14
0.10 -0.20 -0.15
0.25 -0.35 -0.39
0.11 0.11 -0.30
0.64 0.03 -0.49
-0.02 -0.04 -0.40
-1.24 0.13 0.42
0.60 -1.13 0.02
0.62 1.19 -0.02


Entry from OMol25: a structure of composition C6N3PdS3Se (wB97M-V/def2-TZVPD).

Values from the calculation:
Charge ... -2
HOMO-LUMO gap (alpha / beta) ... 5.29 / 5.67 eV
Energy relative to the best compared isomer or geometry (same formula, charge and spin) ... 11.6 kcal per mole
Highest occupied orbital energy (alpha / beta) ... -0.84 / -1.28 eV
Calculated total energy ... -4116.8357 hartree
Spin multiplicity ... 2

Last column: Mulliken charge in e.
Element x y z (Å)
Pd -1.23243 0.89574 0.17951  -0.46
S -0.19315 -0.67960 1.69732  -0.40
C 0.66292 -1.71293 0.60298  0.46
C 1.25667 -2.88529 1.17747  0.01
N 1.72727 -3.81751 1.66856  -0.56
C 0.80491 -1.47394 -0.73689  0.49
S 0.11690 -0.13583 -1.58178  -0.38
C 1.57408 -2.39338 -1.52918  0.00
N 2.18967 -3.11388 -2.18675  -0.55
S -4.54078 1.23385 0.90605  -0.31
C -3.02244 1.06782 0.57636  0.39
Se -1.20098 3.58805 -0.14898  -0.24
C 0.42942 4.42111 -0.27240  0.18
N 1.42793 5.00579 -0.35227  -0.61

Forces on the atoms, in the same order (eV/Å):
0.12 -0.22 -0.20
-0.11 0.00 0.05
0.02 -0.04 -0.01
0.02 0.02 0.00
-0.02 -0.01 0.00
0.02 -0.06 -0.02
0.06 0.19 0.06
0.03 0.02 0.01
-0.02 -0.01 -0.01
0.02 -0.03 0.00
-0.09 0.12 0.20
-0.14 0.09 -0.04
0.09 -0.07 -0.05
-0.02 0.00 0.02


Entry from OMol25: a cluster of 8 separate species, C30H53Cl2N7 in total in a non-equilibrium geometry (wB97M-V/def2-TZVPD).

Values from the calculation:
Charge ... 0
HOMO-LUMO gap ... 11.16 eV
Energy relative to the best compared isomer or geometry (same formula, charge and spin) ... 0.0 kcal per mole
Highest occupied orbital energy ... -10.83 eV
SMILES string ... CCCC#N.CCCC#N.CCCC#N.CCCC#N.CCCC#N.CCCC#N.CCCC#N.ClCCCl
Calculated total energy ... -2478.5009 hartree

Last column: Mulliken charge in e.
Element x y z (Å)
C -0.94894 -1.52121 2.70878  -0.65
C -2.36670 -0.94003 2.52255  0.73
C -3.16320 -0.98384 3.84504  -0.76
C -2.64543 -0.04920 4.84925  0.30
N -2.22115 0.70229 5.60593  -0.47
H -0.41719 -1.39893 1.76604  -0.48
H -0.92906 -2.59032 2.92579  0.48
H -0.49404 -0.99634 3.54858  0.43
H -2.93424 -1.53706 1.80982  -0.50
H -2.25262 0.06762 2.13129  0.05
H -3.03257 -1.95275 4.33490  0.32
H -4.22193 -0.77595 3.70166  0.40
C 2.66915 -4.63293 -1.07760  -0.74
C 1.15428 -4.78457 -0.95114  -0.70
C 0.49560 -3.83308 0.03769  0.15
C 0.93798 -2.42660 -0.04537  0.35
N 1.25017 -1.32050 -0.06974  -0.42
H 3.08893 -5.07280 -0.16323  0.30
H 2.90796 -3.57253 -1.05333  -0.16
H 3.07862 -5.17974 -1.91992  0.41
H 0.78491 -5.78926 -0.76255  0.43
H 0.73495 -4.43317 -1.90412  0.29
H 0.68184 -4.06205 1.09623  0.40
H -0.58984 -3.85692 -0.07736  -0.17
C 0.90537 3.86423 6.20440  -1.23
C -0.54531 3.78713 5.78879  -0.61
C -0.81139 3.44868 4.30802  0.02
C -0.52205 4.48851 3.32168  0.23
N -0.29457 5.25504 2.50073  -0.52
H 1.39127 2.88859 6.13390  0.33
H 0.99215 4.12315 7.26581  0.36
H 1.50627 4.64995 5.74461  0.33
H -1.04738 4.73579 6.01205  0.36
H -1.10724 3.07482 6.39055  0.34
H -1.87055 3.20555 4.24947  0.36
H -0.13924 2.61800 4.07814  0.08
C 4.70625 -0.01995 -1.60761  -0.82
C 5.64548 -0.75207 -0.66397  -0.51
C 4.94529 -1.47604 0.50180  0.54
C 5.91219 -2.01534 1.46004  0.02
N 6.65640 -2.42020 2.23217  -0.45
H 4.02153 -0.74883 -2.03905  0.30
H 5.32500 0.48490 -2.35563  0.36
H 4.17954 0.83698 -1.18736  0.05
H 6.38155 -0.03672 -0.28744  0.37
H 6.25802 -1.52505 -1.13613  0.32
H 4.25337 -2.25912 0.19775  -0.26
H 4.34898 -0.74293 1.05463  0.12
C -4.32698 -0.61482 -4.45891  -1.34
C -3.65080 0.47249 -3.60461  0.13
C -2.25147 0.75982 -4.10078  -0.36
C -1.45667 -0.51459 -4.07818  0.28
N -0.87460 -1.50087 -4.09408  -0.53
H -3.80267 -1.55495 -4.32535  0.28
H -4.29015 -0.36847 -5.52083  0.42
H -5.36020 -0.69288 -4.12722  0.36
H -3.67657 0.19210 -2.54867  -0.14
H -4.28753 1.36197 -3.57029  0.39
H -1.68621 1.42941 -3.45185  0.14
H -2.21560 1.09961 -5.13442  0.41
C 1.70545 2.09603 -0.64890  -0.36
C 0.51955 2.89144 -0.08871  -0.97
C -0.56604 2.14333 0.66320  0.15
C -1.29979 1.10324 -0.06075  -0.22
N -1.85910 0.24333 -0.57316  -0.24
H 2.49597 2.72808 -1.05199  -0.20
H 1.37277 1.49675 -1.50284  0.30
H 2.14479 1.38204 0.04753  0.26
H -0.01496 3.39680 -0.90165  0.29
H 0.96699 3.71569 0.46677  0.32
H -1.34013 2.82801 1.01587  0.44
H -0.12031 1.64488 1.53255  0.14
C -5.53675 -4.03406 -2.07328  -1.54
C -4.67059 -2.78313 -1.95592  -0.20
C -4.07973 -2.58828 -0.55396  0.49
C -3.08646 -3.54812 -0.08385  0.22
N -2.24219 -4.24699 0.25303  -0.59
H -4.91379 -4.90564 -1.85072  0.34
H -6.08998 -4.21564 -2.99364  0.39
H -6.32968 -4.09874 -1.31477  0.34
H -5.24092 -1.89311 -2.20063  0.33
H -3.86953 -2.95121 -2.67554  0.11
H -4.94374 -2.58121 0.11605  0.44
H -3.58698 -1.61310 -0.51281  -0.37
Cl 2.42482 5.57042 -2.83226  -0.20
C 4.15277 5.19762 -2.51782  -0.38
C 4.80325 4.67303 -3.76472  -0.44
Cl 6.48538 4.19684 -3.37286  -0.20
H 4.05747 4.39977 -1.78708  0.17
H 4.72808 6.03279 -2.12611  0.39
H 4.83894 5.37538 -4.59112  0.35
H 4.31546 3.74975 -4.07117  0.28

Forces on the atoms, in the same order (eV/Å):
-0.74 0.16 -0.31
0.35 -0.85 0.65
0.49 0.19 0.25
-0.05 0.31 -0.30
0.05 0.04 0.08
0.29 0.27 0.33
-0.31 -0.02 0.12
0.45 0.03 -0.20
0.08 0.12 -0.17
-0.37 0.08 0.10
-0.31 -0.22 -0.36
-0.05 -0.08 0.02
-0.49 -0.77 1.57
-0.28 1.23 -1.22
0.59 0.73 0.95
-0.12 -0.38 -0.45
0.15 0.01 0.00
0.35 0.11 -0.17
0.25 -0.01 -0.48
0.04 0.25 -0.20
0.22 -0.11 0.00
-0.06 -0.52 -0.10
0.01 -0.41 -0.13
0.79 0.12 -0.04
0.38 -0.06 0.93
-0.56 1.12 -0.07
0.43 0.00 0.72
0.02 -0.13 0.41
0.06 0.26 -0.23
0.13 0.10 -0.35
-0.32 -0.12 0.02
-0.17 -0.22 -0.59
0.15 0.07 -0.09
0.28 -0.34 -0.10
0.11 -0.42 -0.37
-0.52 -0.33 -0.26
0.62 -0.06 -0.32
0.35 -0.19 0.54
0.01 0.96 0.41
-0.28 -0.06 -0.17
0.20 -0.09 0.10
-0.21 0.39 -0.30
-0.12 -0.49 -0.41
-0.28 -0.44 0.58
-0.11 -0.08 0.34
-0.19 0.20 -0.57
0.10 -0.04 -0.22
-0.11 -0.10 0.00
0.18 0.63 0.39
-1.08 -0.09 0.02
1.15 -1.14 0.52
-0.53 0.89 -0.14
0.17 -0.31 0.07
-0.13 -0.17 -0.04
-0.13 0.10 0.01
-0.09 -0.28 -0.25
0.54 -0.34 -0.08
0.30 0.23 -0.55
-0.21 0.30 -0.11
-0.17 0.26 0.03
-0.69 -0.75 -0.64
0.48 0.75 -1.18
0.19 -0.31 0.84
0.65 0.01 -0.21
-0.30 -0.06 -0.18
-0.10 0.31 0.24
0.04 -0.16 0.10
-0.08 0.14 0.21
0.34 0.00 -0.20
-0.60 -0.12 0.67
0.22 0.19 0.15
-0.20 0.00 0.06
-0.49 -0.70 1.17
0.11 -1.12 -0.41
-0.55 0.48 -0.10
-0.37 0.09 -0.48
-1.08 -0.49 0.34
-0.01 -0.07 -0.31
0.52 0.35 -0.36
0.15 0.38 0.13
0.13 0.13 -0.07
0.12 0.59 -0.04
0.27 0.03 0.36
-0.04 0.03 0.08
0.21 0.42 -0.14
-0.26 -0.42 0.14
0.04 -0.71 -0.18
0.07 0.11 0.02
0.53 0.09 0.16
-0.47 0.20 0.12
-0.07 0.11 0.09
-0.08 0.16 -0.19


Entry from OMol25: a cluster of 2 separate species, C2HFO in total in a non-equilibrium geometry (wB97M-V/def2-TZVPD).

Values from the calculation:
Charge ... -1
HOMO-LUMO gap (alpha / beta) ... 7.41 / 6.95 eV
Energy relative to the best compared isomer or geometry (same formula, charge and spin) ... 71.9 kcal per mole
Highest occupied orbital energy (alpha / beta) ... -2.62 / -2.21 eV
Calculated total energy ... -251.7129 hartree
Spin multiplicity ... 2

Last column: Mulliken charge in e.
Element x y z (Å)
C -0.14482 -1.16868 -0.04094  -0.83
C 0.35333 0.06973 -0.40125  0.50
O -0.55665 0.94608 -0.09258  -0.54
F 1.59911 0.43083 0.19262  -0.31
H -1.25098 -0.27796 0.34215  0.18

Forces on the atoms, in the same order (eV/Å):
-1.16 0.53 -0.24
0.80 -1.31 3.27
-1.10 2.01 -0.29
0.58 0.17 -1.59
0.88 -1.40 -1.14